Here is a 2-piece molecular cluster, C2H3F3O2P overall at a distorted geometry from OMol25. Energies are from ωB97M-V/def2-TZVPD.

```
11
Properties=species:S:1:pos:R:3:forces:R:3
C 1.64098 0.02093 0.33403 -0.779 -0.581 4.488
C -1.76583 0.81987 -0.07021 0.612 -0.245 -0.228
O 0.31595 -2.32204 0.54889 -0.555 -1.335 2.134
O 0.65734 -1.54285 -1.84457 0.179 1.167 1.032
F -2.87892 0.06791 -0.28076 -0.675 -0.928 -0.127
F -2.25525 1.69936 0.92044 0.526 0.177 -0.001
F -1.77203 1.62065 -1.22363 0.245 0.319 0.130
P 0.62322 -1.27816 -0.38280 -0.171 1.231 -2.599
H 1.12756 0.46162 1.31141 0.320 -1.414 -1.976
H 2.52166 -0.47569 0.83806 -0.430 0.563 -1.169
H 1.78534 0.92840 -0.15084 0.729 1.046 -1.686
```
Forces are in eV/Å.

Properties
- E_HOMO (Eh) = -0.146
- maximum force (hartree/bohr) = 0.08930
- ΔE to the lowest compared entry with this formula, charge and spin (kJ/mol) = 109.28
- E_tot (eV) = -23660.195
- gap between HOMO and LUMO (eV) = 7.5772
- LUMO energy (eV) = 3.617
- total charge = -1

***

Here is C21H27N4SbSe4SiY as an isolated structure from OMol25. Energies are from ωB97M-V/def2-TZVPD.

```
59
Properties=species:S:1:pos:R:3:forces:R:3
Y -0.34900 0.56640 -1.15113 0.466 -0.229 0.361
C 0.11699 -1.04368 1.68784 -0.026 0.013 -0.037
N -0.96257 -0.10273 1.35590 0.014 -0.048 0.136
C -2.27298 -0.74995 1.55555 -0.034 0.041 -0.105
C -3.32052 -0.20159 0.62635 -0.239 -0.004 0.055
C -4.49145 0.38116 1.08194 0.081 -0.041 0.054
C -5.43003 0.80137 0.14945 -0.037 0.008 -0.101
C -5.16511 0.62370 -1.19449 -0.016 -0.012 0.107
C -3.95024 0.05937 -1.55922 -0.038 -0.010 -0.013
N -3.05220 -0.35193 -0.66961 0.258 0.069 -0.060
C -0.90258 1.10651 2.18504 -0.047 -0.046 -0.053
C 0.33024 1.92511 1.93263 -0.006 -0.022 -0.003
C 0.95319 2.63351 2.94886 -0.014 -0.007 0.006
C 2.02150 3.45366 2.62764 0.016 0.013 0.004
C 2.42875 3.53493 1.30677 0.007 0.013 0.038
C 1.76964 2.77247 0.35942 -0.002 0.002 0.056
N 0.74431 1.97424 0.66901 0.135 0.179 -0.076
C 0.11612 -2.19355 0.70971 -0.024 0.058 0.034
C 0.46268 -3.47968 1.08634 -0.019 -0.009 -0.002
C 0.42445 -4.48816 0.13485 -0.015 0.026 -0.047
C 0.03067 -4.17632 -1.15553 0.027 -0.047 0.065
C -0.29014 -2.86276 -1.45207 -0.041 0.026 -0.008
N -0.24373 -1.88988 -0.54181 0.099 -0.121 -0.005
H 0.01246 -1.41859 2.71684 0.025 -0.023 -0.013
H 1.07438 -0.52110 1.61113 -0.017 0.019 -0.017
H -2.59073 -0.66241 2.60261 0.022 0.021 0.005
H -2.16927 -1.81247 1.33493 0.014 0.008 -0.004
H -4.66198 0.50871 2.14392 0.013 -0.009 0.001
H -6.34863 1.27437 0.47300 0.001 0.004 0.004
H -5.85401 0.95792 -1.95677 0.008 -0.001 -0.018
H -3.66100 -0.04467 -2.59940 -0.006 -0.001 0.016
H -0.98060 0.85033 3.25193 0.026 0.010 0.003
H -1.77150 1.71911 1.91952 -0.002 -0.017 0.000
H 0.59757 2.54506 3.96713 -0.005 -0.003 0.004
H 2.52798 4.02089 3.39825 -0.004 0.003 0.002
H 3.24933 4.17057 1.00632 0.005 0.000 -0.012
H 2.04340 2.80002 -0.68747 -0.010 -0.013 -0.008
H 0.75075 -3.68276 2.10960 -0.001 0.001 0.003
H 0.69411 -5.50229 0.39990 0.001 -0.002 0.004
H -0.01640 -4.92970 -1.92870 -0.003 0.001 -0.008
H -0.59184 -2.55884 -2.44772 0.009 0.004 0.001
Se 1.02621 2.90533 -3.20492 -0.132 -0.064 -0.032
Sb -1.37561 2.47198 -3.49708 0.161 0.162 -0.156
Se -2.03788 2.81902 -1.10931 -0.361 0.229 0.293
Se -1.13766 -0.04407 -3.70207 -0.229 -0.299 -0.355
Se -3.02598 3.31471 -5.01097 0.035 0.103 -0.124
C 3.46893 -0.42311 0.67250 0.008 -0.027 -0.017
Si 2.59812 -0.28713 -1.05197 -0.080 0.099 -0.110
C 2.98226 -2.04205 -1.73704 0.017 0.044 -0.013
C 3.82724 0.80290 -2.04374 -0.056 -0.065 0.114
H 4.54887 -0.55027 0.54126 0.024 -0.014 0.015
H 3.10883 -1.30295 1.21901 0.017 -0.013 0.017
H 3.31863 0.45063 1.31619 -0.015 0.033 -0.020
H 4.06361 -2.19369 -1.82703 0.018 -0.011 0.012
H 2.54382 -2.19135 -2.72765 -0.012 0.007 -0.012
H 2.59391 -2.82733 -1.08060 -0.010 0.001 0.008
H 4.84694 0.40380 -1.98974 0.002 -0.019 0.010
H 3.85471 1.83560 -1.68433 0.006 0.001 0.015
H 3.52308 0.85162 -3.09097 -0.014 -0.018 -0.014
```
Forces are in eV/Å.

Properties
- E_HOMO (Eh) = -0.141
- maximum force (hartree/bohr) = 0.01229
- ΔE to the lowest compared entry with this formula, charge and spin (kJ/mol) = 164.62
- E_tot (eV) = -305026.763
- gap between HOMO and LUMO (eV) = 5.9003
- LUMO energy (eV) = 2.059
- total charge = -1

***

Here is C5H12N2O as an isolated structure at a distorted geometry from OMol25. Energies are from ωB97M-V/def2-TZVPD.

```
20
Properties=species:S:1:pos:R:3:forces:R:3
C 0.74660 0.47104 -0.63201 -1.492 3.831 -4.019
C -1.24920 -0.90792 -0.75050 -0.036 -0.262 0.079
C -0.15390 1.68569 -1.90128 2.392 -1.787 1.851
C 0.26655 0.30342 2.62741 -0.241 0.270 -0.226
N -0.35731 -0.01960 -0.03560 0.160 -2.644 5.541
C 0.26917 -0.73404 1.55241 -1.740 0.213 -1.709
O 1.60194 -0.34839 -1.32758 0.590 -0.623 -0.248
N 0.48875 -1.93773 1.81116 0.288 0.483 -0.709
H 1.09552 -0.92579 -1.91344 0.093 0.151 0.077
H 1.34155 1.14362 -0.02229 -0.071 -0.131 0.132
H 0.50972 -2.56509 1.00893 -0.284 0.056 -0.085
H -1.46876 -1.82650 -0.20262 0.211 0.070 0.231
H -2.21610 -0.41715 -0.88122 0.091 0.057 -0.266
H -0.86634 -1.24427 -1.71775 -0.088 0.143 -0.127
H -0.93779 2.23581 -1.39564 -0.009 -0.074 0.167
H 0.68336 2.31246 -2.18671 -0.154 0.227 -0.328
H -0.52091 1.08459 -2.72675 0.006 -0.045 -0.053
H -0.66857 0.86426 2.60692 0.070 0.032 -0.145
H 0.34991 -0.18253 3.60153 0.208 -0.006 -0.208
H 1.08582 1.00811 2.48500 0.007 0.039 0.046
```
Forces are in eV/Å.

Properties
- E_HOMO (Eh) = -0.296
- maximum force (hartree/bohr) = 0.11944
- ΔE to the lowest compared entry with this formula, charge and spin (kJ/mol) = 438.41
- E_tot (eV) = -10403.880
- gap between HOMO and LUMO (eV) = 8.8335
- LUMO energy (eV) = 0.775